Entry 1:
C39H34HgN17OS2 | ωB97M-V/def2-TZVPD

## Properties
LUMO (alpha / beta): 3.9 / 3.9 eV
Kohn-Sham gap (alpha / beta): 4.65 / 6.89 eV
HOMO (alpha / beta): -0.71 / -2.96 eV
Molecular weight: 1021.54 Da
Energy above the lowest of the compared OMol25 structures with the same formula, charge and spin: 0.4126 eV
Maximum force: 1.4 eV Å⁻¹
Electronic energy: -3462.53932 Eh
Total charge: -2
Multiplicity: 2

Each line ends with the Mulliken spin population.
Element x y z (Å)
Hg  0.28  0.17  0.22  -0.008
C  2.33  0.60  -4.02  0.017
C  1.53  0.77  -2.92  -0.002
N  1.93  0.41  -1.70  0.022
C  3.14  -0.13  -1.57  -0.040
C  3.94  -0.31  -2.72  0.011
N  3.55  0.05  -3.93  0.004
C  3.58  -0.55  -0.21  0.091
C  4.78  -1.19  -0.03  0.045
C  5.18  -1.64  1.26  0.024
C  4.23  -1.37  2.29  0.064
C  3.05  -0.72  2.02  0.107
N  2.71  -0.27  0.79  0.253
C  2.08  -0.44  3.10  -0.062
C  2.09  -1.11  4.33  0.014
N  1.23  -0.83  5.30  0.002
C  0.35  0.13  5.06  0.012
C  0.31  0.79  3.84  -0.003
N  1.16  0.49  2.87  0.015
C  6.42  -2.30  1.51  0.012
C  7.34  -2.64  0.47  0.100
C  8.52  -3.28  0.77  -0.015
N  8.93  -3.64  2.00  0.142
C  8.07  -3.32  2.98  -0.015
C  6.86  -2.68  2.80  0.097
H  1.99  0.89  -5.01  0.002
H  0.53  1.18  -2.99  0.004
H  4.92  -0.75  -2.65  -0.005
H  5.42  -1.37  -0.87  0.009
H  4.44  -1.66  3.31  0.012
H  2.79  -1.91  4.52  0.002
H  -0.35  0.38  5.85  0.002
H  -0.40  1.58  3.62  0.001
H  7.12  -2.42  -0.56  0.036
H  9.19  -3.53  -0.04  0.000
H  8.37  -3.59  3.98  0.000
H  6.26  -2.47  3.68  0.034
N  -1.56  3.00  -1.57  0.000
C  -1.85  1.75  -2.11  0.000
N  -2.66  1.60  -3.14  0.000
N  -2.66  0.26  -3.36  0.000
N  -1.88  -0.32  -2.51  0.000
N  -1.33  0.60  -1.69  0.000
C  -1.06  3.19  -0.30  0.000
N  -1.23  4.34  0.35  0.000
N  -0.59  4.17  1.52  0.000
N  -0.07  2.99  1.58  0.000
N  -0.35  2.33  0.43  0.001
H  -2.21  3.71  -1.85  0.000
N  1.74  -3.07  -0.38  0.005
C  0.29  -3.21  -0.39  0.006
N  -0.08  -4.58  0.05  0.000
S  -0.39  -2.09  0.90  0.010
H  2.16  -3.87  -0.84  -0.003
H  2.03  -3.10  0.60  0.002
H  -0.18  -5.17  -0.77  0.000
H  -1.00  -4.56  0.49  0.000
C  -4.18  -3.99  -3.00  0.000
C  -3.88  -3.79  -1.64  0.000
C  -2.64  -3.39  -1.25  -0.003
C  -1.60  -3.14  -2.19  0.001
C  -0.22  -2.97  -1.82  0.000
C  0.68  -2.70  -2.81  -0.006
C  0.31  -2.68  -4.18  -0.002
C  -0.94  -3.05  -4.55  0.001
C  -1.91  -3.35  -3.55  0.000
C  -3.21  -3.76  -3.93  0.000
H  -5.17  -4.30  -3.30  0.000
H  -4.65  -3.94  -0.89  0.000
H  -2.46  -3.16  -0.20  0.001
H  1.71  -2.52  -2.55  0.004
H  1.05  -2.41  -4.92  0.000
H  -1.23  -3.10  -5.59  0.000
H  -3.43  -3.86  -4.99  0.000
C  -5.78  -4.44  2.28  0.000
C  -5.20  -3.07  2.06  0.000
C  -3.98  -2.71  2.64  -0.001
C  -3.41  -1.48  2.38  -0.001
C  -4.06  -0.58  1.55  0.000
C  -5.27  -0.91  0.96  0.000
C  -5.84  -2.15  1.23  0.000
S  -3.28  0.96  1.06  0.001
C  -3.36  1.80  2.65  0.000
O  -4.26  1.66  0.18  0.000
H  -5.41  -4.88  3.20  0.000
H  -5.52  -5.11  1.46  0.000
H  -6.87  -4.40  2.34  0.000
H  -3.46  -3.42  3.27  0.000
H  -2.43  -1.24  2.79  0.001
H  -5.73  -0.20  0.29  0.000
H  -6.78  -2.42  0.76  0.000
H  -4.40  1.94  2.91  0.000
H  -2.85  2.75  2.51  0.000
H  -2.83  1.20  3.40  0.000

***

Entry 2:
C39H35AsIrN6O3S3 | ωB97M-V/def2-TZVPD

## Properties
LUMO (alpha / beta): -5.6 / -5.6 eV
Kohn-Sham gap (alpha / beta): 3.26 / 3.25 eV
HOMO (alpha / beta): -8.90 / -8.90 eV
Molecular weight: 999.09 Da
Maximum force: 4.7 eV Å⁻¹
Electronic energy: -5595.69605 Eh
Total charge: +1

Each line ends with the Löwdin charge.
Element x y z (Å)
Ir  0.05  1.36  0.62  0.784
S  1.83  2.94  0.67  0.558
C  2.21  3.40  -0.98  -0.694
C  3.39  4.10  -1.21  -0.116
C  3.71  4.53  -2.48  -0.061
C  2.84  4.30  -3.54  -0.064
C  1.66  3.62  -3.31  -0.110
C  1.34  3.14  -2.05  -0.410
As  -0.35  2.23  -1.73  1.308
C  -1.48  3.74  -2.26  -0.356
C  -1.36  4.90  -1.50  -0.123
C  -2.07  6.04  -1.85  -0.060
C  -2.91  6.02  -2.96  -0.057
C  -3.02  4.88  -3.72  -0.056
C  -2.31  3.74  -3.38  -0.083
C  -0.53  1.04  -3.27  -0.363
C  0.52  0.68  -4.11  -0.092
C  0.28  -0.12  -5.21  -0.055
C  -1.00  -0.61  -5.46  -0.051
C  -2.03  -0.30  -4.59  -0.057
C  -1.80  0.52  -3.50  -0.141
H  4.05  4.30  -0.38  0.105
H  4.63  5.07  -2.65  0.114
H  3.08  4.64  -4.53  0.112
H  0.95  3.46  -4.12  0.112
H  -0.70  4.91  -0.64  0.098
H  -1.97  6.94  -1.27  0.113
H  -3.46  6.91  -3.23  0.115
H  -3.65  4.87  -4.59  0.115
H  -2.39  2.85  -3.99  0.093
H  1.52  1.04  -3.92  0.103
H  1.08  -0.37  -5.89  0.115
H  -1.18  -1.23  -6.32  0.116
H  -3.02  -0.70  -4.76  0.117
H  -2.60  0.78  -2.82  0.104
O  -6.52  -4.47  1.82  -0.362
S  -6.58  -4.70  3.23  0.398
O  -6.80  -3.55  4.08  -0.352
O  -7.07  -5.97  3.68  -0.337
C  -4.74  -4.76  3.71  -0.380
N  -4.41  -5.40  4.78  0.152
C  -3.17  -5.17  5.22  -0.086
C  -2.34  -4.26  4.58  0.000
C  -2.83  -3.61  3.44  -0.219
N  -4.07  -3.92  3.00  0.161
C  -2.20  -2.52  2.73  -0.107
C  -2.63  -2.18  1.44  0.046
C  -2.20  -1.01  0.87  -0.119
N  -1.42  -0.12  1.51  -0.118
C  -0.98  -0.47  2.73  -0.170
C  -1.29  -1.65  3.35  0.023
H  -2.87  -5.71  6.11  0.114
H  -1.35  -4.07  4.96  0.097
H  -3.34  -2.82  0.94  0.132
H  -2.50  -0.73  -0.13  0.107
H  -0.37  0.27  3.24  0.113
H  -0.92  -1.85  4.34  0.121
N  1.27  -0.48  0.61  -0.461
S  2.63  -0.89  -0.12  1.088
C  3.94  -0.55  1.10  -0.407
C  4.98  0.28  0.72  -0.086
C  5.96  0.59  1.64  -0.053
C  5.89  0.09  2.93  -0.051
C  4.84  -0.73  3.31  -0.049
C  3.85  -1.06  2.39  -0.076
C  2.67  -2.70  0.08  -0.386
C  3.88  -3.36  0.07  -0.076
C  3.90  -4.73  0.32  -0.047
C  2.71  -5.41  0.55  -0.050
C  1.51  -4.73  0.51  -0.050
C  1.48  -3.37  0.26  -0.083
H  1.17  -0.95  1.50  0.000
H  5.01  0.67  -0.29  0.111
H  6.78  1.23  1.35  0.115
H  6.67  0.33  3.64  0.115
H  4.79  -1.12  4.31  0.116
H  3.05  -1.72  2.67  0.117
H  4.80  -2.83  -0.11  0.119
H  4.84  -5.26  0.34  0.117
H  2.73  -6.46  0.77  0.117
H  0.58  -5.26  0.68  0.117
H  0.54  -2.83  0.22  0.097
N  -2.84  2.59  0.29  -0.044
N  -1.84  2.76  1.30  -0.110
H  -3.70  3.08  0.51  0.107
H  -3.05  1.60  0.22  0.054
H  -2.19  2.52  2.24  0.105
H  -1.58  3.75  1.32  0.086

***

Entry 3:
C39H35AsN3OPPtS | ωB97M-V/def2-TZVPD

## Properties
LUMO: -8.3 eV
Kohn-Sham gap: 4.63 eV
HOMO: -12.95 eV
Molecular weight: 894.77 Da
Maximum force: 3.4 eV Å⁻¹
Electronic energy: -4840.64259 Eh
Total charge: +2

Each line ends with the Löwdin charge.
Element x y z (Å)
Pt  -0.29  -1.31  -0.56  0.784
O  -3.89  -1.50  -1.62  -0.490
S  -3.23  -2.38  -0.66  0.799
N  -2.12  -1.67  0.12  -0.583
C  6.34  0.27  -2.07  -0.049
C  5.21  0.97  -2.48  -0.060
C  3.96  0.58  -2.04  -0.128
C  3.85  -0.49  -1.16  -0.378
C  4.96  -1.22  -0.77  -0.088
C  6.21  -0.82  -1.23  -0.053
As  2.11  -0.71  -0.30  1.270
C  2.52  -1.80  1.25  -0.381
C  3.16  -1.32  2.39  -0.089
C  3.44  -2.18  3.43  -0.053
C  3.08  -3.52  3.36  -0.047
C  2.41  -3.99  2.24  -0.056
C  2.12  -3.14  1.20  -0.125
C  1.92  1.05  0.43  -0.238
C  0.55  1.65  0.53  -0.379
C  0.40  2.32  1.88  0.084
C  1.47  2.97  2.39  -0.013
C  2.75  2.83  1.82  0.079
C  2.97  1.77  0.94  -0.065
H  7.31  0.58  -2.41  0.117
H  5.31  1.83  -3.14  0.115
H  3.07  1.12  -2.36  0.107
H  4.86  -2.06  -0.11  0.108
H  7.09  -1.36  -0.91  0.116
H  3.42  -0.27  2.46  0.093
H  3.95  -1.81  4.31  0.116
H  3.30  -4.18  4.18  0.118
H  2.11  -5.03  2.19  0.111
H  1.59  -3.50  0.32  0.054
H  0.54  2.49  -0.20  0.183
H  -0.57  2.34  2.34  0.118
H  1.35  3.56  3.29  0.131
H  3.58  3.44  2.16  0.141
H  3.99  1.45  0.72  0.128
C  1.47  -6.16  -1.39  -0.060
C  0.00  -5.73  -1.48  -0.183
C  -0.11  -4.31  -1.54  -0.152
N  -0.17  -3.16  -1.63  0.056
H  1.52  -7.24  -1.54  0.091
H  1.88  -5.93  -0.42  0.066
H  2.07  -5.68  -2.15  0.089
H  -0.56  -6.09  -0.62  0.143
H  -0.46  -6.14  -2.39  0.143
N  -0.52  0.75  0.18  -0.289
P  -2.03  1.31  -0.10  0.977
C  -2.46  1.16  -1.86  -0.311
C  -1.79  0.33  -2.75  -0.123
C  -2.22  0.23  -4.06  -0.058
C  -3.31  0.97  -4.48  -0.043
C  -3.96  1.83  -3.61  -0.043
C  -3.54  1.92  -2.29  -0.088
C  -3.23  0.48  0.97  -0.363
C  -4.55  0.30  0.57  -0.104
C  -5.46  -0.24  1.47  -0.050
C  -5.06  -0.58  2.75  -0.046
C  -3.75  -0.39  3.15  -0.059
C  -2.83  0.14  2.27  -0.115
C  -2.13  3.08  0.26  -0.315
C  -2.83  3.54  1.38  -0.066
C  -2.89  4.89  1.64  -0.043
C  -2.24  5.79  0.81  -0.042
C  -1.54  5.34  -0.30  -0.048
C  -1.50  3.99  -0.58  -0.090
H  -0.91  -0.25  -2.43  0.037
H  -1.71  -0.42  -4.74  0.114
H  -3.66  0.88  -5.50  0.116
H  -4.79  2.43  -3.95  0.117
H  -4.04  2.59  -1.60  0.116
H  -4.86  0.55  -0.43  0.100
H  -6.49  -0.38  1.17  0.119
H  -5.78  -1.02  3.44  0.115
H  -3.45  -0.66  4.16  0.113
H  -1.80  0.28  2.57  0.097
H  -3.34  2.83  2.02  0.109
H  -3.45  5.24  2.49  0.118
H  -2.30  6.85  1.01  0.119
H  -1.05  6.04  -0.95  0.115
H  -0.99  3.63  -1.47  0.118

***

Entry 4:
C39H35BBrN2O2P2Pb | ωB97M-V/def2-TZVPD

## Properties
LUMO: -3.8 eV
Kohn-Sham gap: 7.64 eV
HOMO: -11.45 eV
Molecular weight: 923.59 Da
Energy above the lowest of the compared OMol25 structures with the same formula, charge and spin: 0.2484 eV
Maximum force: 0.6 eV Å⁻¹
Electronic energy: -5241.33288 Eh
Total charge: +1

Each line ends with the Löwdin charge.
Element x y z (Å)
Pb  -0.08  0.70  0.63  1.252
C  -3.61  -0.40  0.02  -0.367
C  -2.93  -0.72  -1.32  -0.376
P  -1.54  0.39  -1.73  1.028
C  -2.26  2.03  -2.01  -0.362
C  -1.37  3.10  -2.16  -0.078
C  -1.85  4.37  -2.42  -0.053
C  -3.22  4.59  -2.52  -0.061
C  -4.11  3.53  -2.38  -0.063
C  -3.63  2.25  -2.14  -0.093
C  -0.98  -0.15  -3.36  -0.332
C  -1.95  -0.30  -4.36  -0.085
C  -1.57  -0.63  -5.64  -0.063
C  -0.23  -0.82  -5.95  -0.059
C  0.73  -0.68  -4.96  -0.053
C  0.36  -0.34  -3.67  -0.064
P  -2.44  -0.75  1.39  0.996
C  -3.00  0.23  2.80  -0.401
C  -2.10  0.33  3.87  -0.102
C  -2.41  1.11  4.97  -0.054
C  -3.62  1.79  5.02  -0.059
C  -4.53  1.68  3.97  -0.064
C  -4.22  0.90  2.86  -0.098
C  -2.72  -2.48  1.81  -0.353
C  -1.86  -3.45  1.32  -0.100
C  -2.10  -4.79  1.59  -0.059
C  -3.21  -5.15  2.34  -0.055
C  -4.07  -4.17  2.84  -0.061
C  -3.83  -2.84  2.58  -0.076
H  -4.50  -1.02  0.14  0.103
H  -3.92  0.64  0.08  0.054
H  -3.66  -0.72  -2.13  0.082
H  -2.50  -1.73  -1.29  0.094
H  -0.30  2.93  -2.09  0.101
H  -1.16  5.19  -2.54  0.115
H  -3.60  5.58  -2.71  0.112
H  -5.17  3.69  -2.48  0.111
H  -4.33  1.43  -2.06  0.100
H  -3.00  -0.13  -4.15  0.101
H  -2.33  -0.74  -6.41  0.112
H  0.06  -1.07  -6.96  0.113
H  1.78  -0.82  -5.20  0.115
H  1.12  -0.22  -2.91  0.089
H  -1.15  -0.20  3.83  0.087
H  -1.71  1.19  5.79  0.113
H  -3.87  2.40  5.88  0.112
H  -5.48  2.20  4.01  0.112
H  -4.93  0.81  2.06  0.106
H  -0.98  -3.17  0.75  0.091
H  -1.42  -5.55  1.23  0.118
H  -3.40  -6.19  2.56  0.113
H  -4.93  -4.46  3.44  0.111
H  -4.49  -2.08  2.98  0.108
Br  1.91  0.84  3.93  0.842
C  2.98  1.10  2.40  -0.710
C  4.36  1.17  2.55  -0.072
C  5.12  1.38  1.42  -0.009
C  4.50  1.52  0.19  0.034
C  3.13  1.43  0.14  -0.170
N  2.37  1.22  1.23  -0.010
C  2.38  1.58  -1.16  -0.551
O  2.96  1.93  -2.16  0.117
O  1.10  1.28  -1.11  -0.262
H  4.80  1.06  3.53  0.112
H  6.20  1.44  1.50  0.125
H  5.05  1.69  -0.73  0.132
B  1.69  -3.45  2.49  -0.381
C  1.20  -2.10  1.86  -0.191
N  0.84  -1.10  1.41  -0.008
H  0.70  -3.99  2.93  0.016
H  2.46  -3.12  3.37  0.021
H  2.23  -4.08  1.61  0.023
C  -1.50  5.07  2.31  -0.055
C  -0.18  4.69  2.46  -0.052
C  0.25  3.44  2.03  -0.117
C  -0.69  2.59  1.46  -0.294
C  -2.01  2.95  1.29  -0.135
C  -2.42  4.21  1.73  -0.053
H  -1.82  6.05  2.65  0.114
H  0.54  5.36  2.92  0.115
H  1.29  3.15  2.14  0.070
H  -2.73  2.29  0.83  0.075
H  -3.45  4.50  1.61  0.116

***

Entry 5:
C39H35BrF4GeN5OSr | ωB97M-V/def2-TZVPD

## Properties
LUMO: -2.9 eV
Kohn-Sham gap: 6.54 eV
HOMO: -9.47 eV
Molecular weight: 905.87 Da
Energy above the lowest of the compared OMol25 structures with the same formula, charge and spin: 0.0000 eV
Maximum force: 1.0 eV Å⁻¹
Electronic energy: -6937.13843 Eh
Total charge: +1

Each line ends with the Löwdin charge.
Element x y z (Å)
Sr  -0.79  0.53  1.93  1.511
C  -1.61  -2.01  5.18  -0.080
C  -0.71  -0.81  5.39  -0.262
N  0.33  -0.68  4.35  -0.215
C  1.12  -1.92  4.23  -0.248
C  1.72  -2.48  5.52  -0.064
C  1.20  0.46  4.70  -0.199
C  2.04  0.98  3.56  -0.243
N  1.19  1.58  2.55  -0.202
C  1.61  2.69  1.90  -0.209
C  0.67  3.42  1.14  -0.132
F  -0.64  2.97  1.12  -0.060
C  0.94  4.57  0.43  -0.231
F  -0.07  5.16  -0.23  0.088
C  2.21  5.10  0.40  0.062
C  3.17  4.41  1.10  -0.218
F  4.44  4.85  1.08  0.104
C  2.90  3.25  1.81  -0.140
F  3.96  2.63  2.39  0.074
H  -2.51  -1.92  5.80  0.086
H  -1.13  -2.95  5.45  0.073
H  -1.93  -2.09  4.14  0.062
H  -0.25  -0.87  6.39  0.126
H  -1.30  0.11  5.38  0.098
H  1.95  -1.71  3.55  0.079
H  0.50  -2.68  3.76  0.114
H  2.34  -1.76  6.05  0.075
H  2.36  -3.33  5.27  0.086
H  0.97  -2.85  6.22  0.068
H  1.84  0.22  5.56  0.120
H  0.54  1.28  5.01  0.124
H  2.65  0.17  3.14  0.108
H  2.75  1.69  3.99  0.121
H  2.44  6.00  -0.15  0.136
Br  6.13  -2.55  -9.73  0.770
C  4.94  -2.00  -8.37  -0.691
C  4.87  -2.73  -7.19  -0.116
C  4.00  -2.33  -6.20  -0.020
C  3.21  -1.20  -6.39  -0.250
C  3.29  -0.48  -7.57  -0.017
C  4.16  -0.87  -8.57  -0.115
N  2.29  -0.70  -5.43  0.078
N  2.28  -1.29  -4.34  0.072
C  1.31  -0.78  -3.42  -0.188
C  0.23  -0.04  -3.80  0.011
C  -0.69  0.41  -2.83  0.011
C  -0.51  0.11  -1.51  -0.276
O  -1.37  0.52  -0.55  -0.341
C  0.60  -0.66  -1.08  -0.137
N  0.77  -0.93  0.26  0.046
C  1.79  -1.67  0.61  -0.115
C  2.73  -2.19  -0.29  -0.020
C  2.60  -1.92  -1.62  0.025
C  1.50  -1.13  -2.06  -0.079
H  5.49  -3.61  -7.06  0.104
H  3.93  -2.89  -5.28  0.104
H  2.66  0.40  -7.69  0.116
H  4.23  -0.32  -9.50  0.105
H  0.09  0.21  -4.84  0.115
H  -1.55  0.99  -3.14  0.114
H  1.90  -1.87  1.67  0.085
H  3.55  -2.80  0.08  0.115
H  3.30  -2.29  -2.35  0.114
Ge  -2.97  1.40  -0.61  0.991
C  -3.42  1.20  1.27  -0.379
C  -3.32  2.25  2.18  -0.134
C  -3.42  2.02  3.55  -0.056
C  -3.67  0.74  4.03  -0.072
C  -3.86  -0.31  3.13  -0.084
C  -3.75  -0.08  1.76  -0.133
C  -4.17  0.44  -1.78  -0.313
C  -4.04  -0.93  -1.95  -0.110
C  -4.93  -1.62  -2.75  -0.068
C  -5.96  -0.94  -3.39  -0.065
C  -6.09  0.43  -3.23  -0.069
C  -5.19  1.12  -2.43  -0.106
H  -2.72  2.87  -0.97  0.040
H  -3.11  3.26  1.83  0.113
H  -3.33  2.86  4.24  0.124
H  -3.76  0.56  5.09  0.119
H  -4.14  -1.29  3.48  0.117
H  -3.91  -0.90  1.08  0.113
H  -3.23  -1.47  -1.47  0.104
H  -4.83  -2.69  -2.88  0.110
H  -6.65  -1.48  -4.02  0.111
H  -6.88  0.96  -3.74  0.111
H  -5.30  2.20  -2.32  0.103